Density functional theory data (ωB97M-V/def2-TZVPD) for a 2-piece molecular cluster, C19H48BNO5P overall at a distorted geometry.

Properties
Net charge: -1
LUMO energy in eV: 2.6
E in hartree: -1549.8509
E_HOMO in eV: -3.069

```
75
Properties=species:S:1:pos:R:3:lowdin_charge:R:1
C 1.04045 -3.61016 5.29502 -0.1279
C -0.11754 -4.17477 4.47993 -0.2588
C -0.09584 -3.90633 2.96003 -0.2160
C 1.28011 -3.77036 2.29623 -0.2569
C 1.91045 -2.37968 2.30511 -0.2813
P 1.14202 -1.05610 1.10600 0.6201
C 1.48273 -2.11106 -0.46944 -0.3100
O 0.23887 -2.59507 -1.05949 -0.2108
C -0.05157 -2.05743 -2.30879 -0.2986
C 0.75375 -2.69166 -3.43014 -0.2360
C 0.50317 -4.20673 -3.56758 -0.1009
O 0.80203 0.04909 2.45540 -0.3789
C -0.51347 0.08359 2.93650 -0.3343
C -1.53502 0.63075 1.95335 -0.2285
C -1.29032 2.09175 1.59014 -0.2470
C -2.61107 2.81913 1.29533 -0.1153
B 2.92436 -0.17088 0.89877 -0.5988
O 3.16621 1.09958 1.40803 0.1011
O 4.01811 -0.77781 0.24137 -0.0127
C 4.66954 -0.01521 -0.75851 -0.2827
C 6.16491 -0.00450 -0.49361 -0.0780
H 0.94562 -3.86862 6.34726 0.0581
H 2.01399 -3.94743 4.96062 0.0608
H 1.00992 -2.52717 5.25145 0.0636
H -0.18040 -5.24304 4.68288 0.0886
H -1.02108 -3.74673 4.90659 0.0907
H -0.57701 -4.76524 2.49574 0.0949
H -0.74157 -3.06111 2.75482 0.0717
H 1.94494 -4.44483 2.84024 0.0889
H 1.20754 -4.17800 1.29109 0.0876
H 1.92168 -1.95498 3.30058 0.0560
H 2.96092 -2.50376 2.02703 0.0655
H -0.15058 -1.70401 1.24406 0.0222
H 0.56961 -0.03343 0.17794 0.0200
H 2.11835 -2.98031 -0.30670 0.0815
H 1.95216 -1.46187 -1.20272 0.0621
H -1.11157 -2.22941 -2.51208 0.1163
H 0.08313 -0.97148 -2.33061 0.1082
H 0.59617 -2.18970 -4.38219 0.0960
H 1.80325 -2.55152 -3.18640 0.0891
H 1.39653 -4.76179 -3.31354 0.0603
H -0.31671 -4.52630 -2.93615 0.0667
H 0.29768 -4.44033 -4.60708 0.0527
H -0.81268 -0.89872 3.33019 0.0909
H -0.50855 0.76573 3.79499 0.1067
H -1.54174 0.00281 1.07129 0.0818
H -2.52223 0.50828 2.40308 0.1003
H -0.74243 2.07849 0.65501 0.0890
H -0.72297 2.59799 2.36299 0.1034
H -2.95405 2.53273 0.30825 0.0503
H -3.37705 2.49963 1.99588 0.0578
H -2.50449 3.89571 1.37297 0.0575
H 4.13516 1.17722 1.49361 0.0898
H 4.30954 1.01139 -0.79956 0.1139
H 4.49226 -0.46590 -1.73449 0.1132
H 6.49096 -1.02194 -0.32338 0.0734
H 6.72423 0.46711 -1.29698 0.0683
H 6.34863 0.55228 0.42203 0.0670
C -3.18818 5.53915 -4.41743 -0.0748
C -3.91203 5.65547 -3.08005 -0.4355
C -3.18051 4.97525 -1.91299 -0.2153
O -3.28603 3.56942 -1.88721 -0.2081
C -2.37210 2.87632 -2.71963 -0.0942
N -5.28350 5.16018 -3.23597 0.0341
H -3.29800 4.54775 -4.85532 0.0635
H -3.60211 6.25263 -5.13063 0.0714
H -2.12225 5.74928 -4.30921 0.0772
H -3.97082 6.72031 -2.83334 0.1313
H -3.64174 5.31498 -0.98117 0.1206
H -2.12542 5.27812 -1.87606 0.1223
H -1.41010 3.39282 -2.77749 0.0935
H -2.77685 2.73281 -3.72505 0.0735
H -2.21151 1.89177 -2.28040 0.0897
H -5.80078 5.34022 -2.38006 0.0690
H -5.23711 4.14564 -3.29039 0.0688
```